Record 1
{"formula": "C4H10N", "method": "ωB97M-V/def2-TZVPD", "species": ["H", "C", "H", "C", "C", "H", "H", "N", "H", "H", "C", "H", "H", "H", "H"], "positions_angstrom": [[-2.45515, -5.48474, 0.22600], [0.25870, 0.00442, 1.21077], [-1.86224, 0.70417, -0.54234], [1.25716, 0.70599, 0.15563], [-0.89194, 0.15346, -0.71934], [1.84786, -0.16612, -0.08632], [-1.70140, -5.40886, 0.04698], [-0.55620, -0.74547, 0.34345], [-0.12208, 0.88456, 1.80711], [1.92449, 1.52948, 0.50568], [0.30615, 1.02629, -0.94403], [-0.04203, 2.04634, -0.95923], [0.80675, 0.77130, -1.94802], [0.91125, -0.53390, 1.98502], [-0.99451, -0.46492, -1.65725]], "relative_energy_ev": 6.2178, "largest_force_ev_per_a": 3.06, "gap_ev": 7.53, "lumo_ev": -8.932, "total_energy_ha": -212.6919, "total_charge": 1}

---

Record 2
{"formula": "C4H10N", "method": "ωB97M-V/def2-TZVPD", "species": ["C", "N", "H", "H", "H", "H", "C", "H", "H", "H", "H", "C", "C", "H", "H"], "positions_angstrom": [[1.10547, -0.55639, 0.22858], [0.81787, 0.90200, 0.23565], [-0.96595, 1.96958, -0.10953], [1.27917, -0.88790, 1.27763], [0.18866, -1.45084, -1.50700], [-1.41182, 0.06012, -1.40069], [-1.24469, -0.22356, -0.33029], [0.99073, 1.32829, -0.68137], [1.38882, 1.33282, 0.96930], [2.11040, -0.65954, -0.21564], [-2.10821, -0.53126, 0.24913], [-0.67986, 1.03724, 0.38546], [-0.06433, -1.23113, -0.43878], [-0.93710, 1.14690, 1.45938], [-0.46916, -2.23634, -0.12183]], "relative_energy_ev": 1.8737, "largest_force_ev_per_a": 3.70, "gap_ev": [15.04, 6.85], "spin_multiplicity": 2, "lumo_ev": [-8.168, -16.210], "s2": 0.75, "total_energy_ha": -212.3099, "total_charge": 2}

---

Record 3
{"formula": "C4H10N2", "method": "ωB97M-V/def2-TZVPD", "species": ["H", "N", "H", "C", "H", "C", "H", "H", "H", "H", "N", "C", "H", "H", "H", "C"], "positions_angstrom": [[-2.15360, 0.98515, 0.56171], [0.05737, 1.56387, 1.77943], [-1.30975, 0.59327, -0.95735], [1.86863, -1.07811, -2.20368], [-0.20891, -1.34018, 0.16449], [-1.10251, -0.89550, 0.59619], [1.58643, 0.11521, -0.39552], [-1.97273, -1.46146, 0.26540], [0.69343, 2.31053, 2.00951], [2.47421, -1.86514, -2.63030], [-0.10305, 1.37800, 0.46597], [2.05852, -0.64242, -1.00187], [1.10291, -0.69632, -2.88175], [-0.72600, 1.41848, 2.41388], [-1.03620, -0.94962, 1.68203], [-1.22874, 0.56425, 0.13185]], "relative_energy_ev": 5.4258, "largest_force_ev_per_a": 0.78, "gap_ev": [9.42, 7.76], "lumo_ev": [0.809, 0.201], "total_energy_ha": -267.7259}

---

Record 4
{"formula": "C4H10N2", "method": "ωB97M-V/def2-TZVPD", "species": ["H", "N", "N", "H", "H", "H", "H", "C", "C", "H", "H", "H", "C", "C", "H", "H"], "positions_angstrom": [[0.95648, 2.92451, -1.45623], [0.22456, -1.21359, 0.37739], [-0.27405, -3.15398, 1.68546], [0.55765, -2.96568, 2.24511], [1.56482, 1.10669, 0.35175], [-1.58346, -1.89431, 0.55196], [0.39506, -1.63487, -0.53789], [0.46532, 1.90311, -1.35484], [0.53322, 1.33150, 0.05247], [-0.57104, 2.15269, -1.59385], [0.09960, 1.88692, 0.89711], [-0.93748, 0.04299, -0.97839], [-0.43912, 0.10616, -0.01024], [-0.61076, -2.08754, 1.08787], [0.79081, 1.17514, -2.08726], [-1.17162, 0.32027, 0.76958]], "relative_energy_ev": 2.3490, "largest_force_ev_per_a": 3.60, "gap_ev": 10.07, "lumo_ev": 0.909, "total_energy_ha": -267.8390, "smiles": "[H]/N=C\\NCCC"}

---

Record 5
{"formula": "C4H10N2", "method": "ωB97M-V/def2-TZVPD", "species": ["C", "H", "H", "H", "H", "N", "H", "H", "C", "C", "H", "C", "H", "H", "H", "N"], "positions_angstrom": [[-0.77523, -0.97460, 0.26509], [-0.87926, 1.03573, 2.12080], [-1.70865, -0.50509, 0.49314], [-1.23828, -0.79244, -2.20419], [-0.45533, -1.39459, 1.31430], [1.01582, 0.71553, 0.79564], [-0.78688, -1.68192, -0.64725], [0.85847, 2.10767, 2.42935], [0.32105, 0.08597, -0.16186], [0.38477, 0.89154, 2.10775], [-0.20446, 0.39311, -3.32821], [-0.16764, -0.40239, -2.41662], [0.69396, -1.28553, -2.63905], [1.53826, 1.51010, 0.39363], [0.90672, -0.08689, 2.89518], [0.49669, 0.38379, -1.41770]], "relative_energy_ev": 4.0538, "largest_force_ev_per_a": 4.54, "gap_ev": 9.10, "lumo_ev": 0.759, "total_energy_ha": -267.7764}

---

Record 6
{"formula": "C4H10N2", "method": "ωB97M-V/def2-TZVPD", "species": ["C", "H", "H", "H", "H", "N", "H", "H", "C", "C", "H", "H", "C", "H", "H", "N"], "positions_angstrom": [[0.89735, -0.25431, 1.96991], [0.87248, 0.77042, -1.98686], [0.66569, -0.54940, 2.98934], [0.70893, 0.81294, 1.88275], [1.94987, -0.43180, 1.74889], [-0.59693, 1.68596, -0.15935], [1.36098, -1.86197, -0.01627], [-2.05414, 0.49498, -1.08022], [-0.01744, -1.02041, 1.01592], [-0.13553, 0.39553, -2.12844], [-1.28997, 1.97248, 0.53110], [-0.54921, 0.75477, -3.07150], [-1.00484, 0.81550, -0.99156], [-0.10430, -0.69330, -2.16912], [-1.04959, -1.07273, 1.35322], [0.34664, -1.81866, 0.11221]], "relative_energy_ev": 1.4789, "largest_force_ev_per_a": 2.18, "gap_ev": 10.97, "lumo_ev": 1.188, "total_energy_ha": -267.8710, "smiles": "[H]/N=C/C.[H]/N=C\\C"}

---

Record 7
{"formula": "C4H10N2", "method": "ωB97M-V/def2-TZVPD", "species": ["H", "H", "H", "C", "C", "H", "H", "C", "H", "H", "H", "H", "N", "H", "C", "N"], "positions_angstrom": [[0.20102, -0.48181, -2.06446], [0.03859, 1.06628, 1.36461], [1.33766, 1.81061, 0.40541], [0.40716, -1.50699, 0.50893], [0.02482, 0.20646, -1.23328], [0.46816, -2.25629, -0.27795], [-1.70593, 1.87171, -0.20070], [-1.38566, 0.04469, -0.70060], [1.18277, -1.71377, 1.24403], [-1.82689, -0.94911, -0.82052], [1.72823, 0.57253, 1.61705], [-0.51277, -1.55226, 1.10137], [0.91924, -0.15545, -0.14512], [0.20403, 1.24171, -1.54225], [1.00423, 0.87708, 0.86057], [-2.08467, 0.92460, -0.11710]], "relative_energy_ev": 1.8206, "largest_force_ev_per_a": 2.79, "gap_ev": 9.75, "lumo_ev": 1.069, "total_energy_ha": -267.8584, "smiles": "[H]/N=C\\CN(C)C"}

---

Record 8
{"formula": "C4H10N2", "method": "ωB97M-V/def2-TZVPD", "species": ["H", "N", "N", "H", "H", "C", "H", "H", "H", "H", "H", "C", "H", "C", "H", "C"], "positions_angstrom": [[1.07859, -2.36835, -0.48348], [0.39100, 0.67607, -0.92069], [-0.49927, 1.72276, -1.12761], [-0.41334, 0.64786, 1.04849], [-2.33889, 2.41503, -0.69315], [1.01828, -2.00725, 0.55178], [1.90021, -2.57936, 1.05950], [-0.58708, 1.67462, -2.14023], [2.26911, -0.41936, 0.23950], [-1.67529, 1.01871, 0.26995], [0.16088, -2.41575, 1.20227], [1.38168, -0.51769, 0.90897], [1.42088, -0.56526, 2.01976], [-1.94568, 1.50869, -0.71451], [-2.45927, 0.93554, -1.45743], [0.29819, 0.27375, 0.23687]], "relative_energy_ev": 3.8152, "largest_force_ev_per_a": 5.98, "gap_ev": 9.89, "lumo_ev": 1.158, "total_energy_ha": -267.7851, "smiles": "CC/C=N/NC"}

---

Record 9
{"formula": "C4H10N2", "method": "ωB97M-V/def2-TZVPD", "species": ["H", "H", "N", "H", "C", "H", "C", "H", "H", "C", "H", "H", "C", "H", "N", "H"], "positions_angstrom": [[-0.58066, 2.05536, -0.80120], [2.05707, 1.25905, -0.66045], [-1.06428, 1.13906, -0.95171], [1.06675, 2.07250, 0.85529], [1.49024, 1.08480, 0.37579], [-2.71277, -0.25495, 1.16396], [0.87584, -1.09386, -0.57293], [0.77748, -2.04729, 0.01252], [-1.38999, -1.43753, 1.05134], [-1.88658, -0.62389, 0.62433], [1.90086, -0.92263, -0.92433], [2.19522, 0.53356, 1.10484], [0.36324, 0.16707, 0.02248], [0.34670, -1.36627, -1.38531], [-0.96262, 0.39797, 0.41140], [-2.47652, -0.96297, -0.32602]], "relative_energy_ev": 4.8190, "largest_force_ev_per_a": 4.00, "gap_ev": 8.70, "lumo_ev": 0.934, "total_energy_ha": -267.7482}

---

Record 10
{"formula": "C4H10N2", "method": "ωB97M-V/def2-TZVPD", "species": ["H", "H", "H", "N", "H", "H", "C", "N", "H", "H", "H", "C", "H", "H", "C", "C"], "positions_angstrom": [[-1.46098, -1.14165, 0.60466], [2.98997, 0.23352, 0.41649], [0.75632, -0.97626, 1.64326], [2.83796, -0.43881, -0.32498], [1.44891, -1.98329, -0.26756], [0.91263, 0.70324, 1.02791], [0.59398, -0.31818, 0.78776], [-2.83391, 0.98519, -0.28740], [-3.05232, 1.89189, -0.67772], [3.10822, 0.02203, -1.18290], [-0.96972, 1.80423, -0.12778], [1.45853, -0.89470, -0.36400], [0.92596, -0.64899, -1.27951], [-3.31190, 0.25931, -0.80658], [-1.43904, 0.82885, -0.06737], [-0.87892, -0.22486, 0.50912]], "relative_energy_ev": 1.2066, "largest_force_ev_per_a": 1.91, "gap_ev": 9.26, "lumo_ev": 1.128, "total_energy_ha": -267.8810, "smiles": "N/C=C/CCN"}

---

Record 11
{"formula": "C4H10N2", "method": "ωB97M-V/def2-TZVPD", "species": ["H", "C", "H", "H", "N", "H", "H", "H", "C", "C", "H", "H", "C", "N", "H", "H"], "positions_angstrom": [[0.17025, -1.42728, -0.38371], [0.75545, 0.41544, 0.16227], [-0.73605, 1.07484, -0.99535], [2.43517, -0.61460, 1.01330], [0.02502, 0.51653, 1.28354], [2.77779, 1.02738, 0.44149], [0.78756, 0.94112, -1.77749], [2.56984, -0.29392, -0.71797], [2.22156, 0.11107, 0.23067], [-3.35665, -0.61868, -0.37685], [-1.03461, 0.33075, 1.10273], [-0.72039, -1.25389, -0.41169], [-2.15277, -0.56501, -0.20683], [0.28433, 1.08022, -0.91513], [-4.40695, -0.71510, -0.51807], [0.38044, -0.00885, 2.06908]], "relative_energy_ev": 5.1388, "largest_force_ev_per_a": 1.36, "gap_ev": 8.95, "lumo_ev": 0.661, "total_energy_ha": -267.7365}

---

Record 12
{"formula": "C4H10N2", "method": "ωB97M-V/def2-TZVPD", "species": ["H", "C", "N", "H", "H", "H", "C", "H", "H", "N", "C", "H", "H", "H", "C", "H"], "positions_angstrom": [[1.57296, -1.18645, 0.41185], [0.15382, -0.10946, -1.37825], [1.43884, -0.71828, -1.60223], [-0.91992, -0.05147, 3.77905], [-1.09278, 1.66883, -1.53114], [0.03641, 1.45443, -2.95185], [2.07121, -1.16952, -0.56511], [0.66754, 2.01282, -1.27758], [-1.77222, -1.13831, 1.99300], [-1.36522, 0.59896, 3.12748], [-1.95013, -0.05780, 2.16926], [-0.55734, -0.74779, -1.94471], [-2.61602, 0.46213, 1.48956], [-0.10059, -0.15196, -0.30494], [-0.06906, 1.37526, -1.83028], [3.03162, -1.71781, -0.71376]], "relative_energy_ev": 2.3430, "largest_force_ev_per_a": 2.50, "gap_ev": 10.70, "lumo_ev": 0.912, "total_energy_ha": -267.8392, "smiles": "C=NCC.C=N"}

---

Record 13
{"formula": "C4H10N2", "method": "ωB97M-V/def2-TZVPD", "species": ["N", "H", "C", "N", "H", "H", "H", "H", "C", "H", "H", "C", "H", "H", "H", "C"], "positions_angstrom": [[-1.16478, -2.04159, -0.10358], [-0.65509, -2.24768, 0.75350], [2.36662, 0.56226, 0.06495], [-0.98980, 0.17940, 0.53030], [3.36562, 0.73278, -0.33154], [0.38450, -0.15541, 0.72252], [1.81103, 1.45096, 0.37642], [-1.34266, -2.66428, -0.87422], [-1.36122, -0.72523, -0.31352], [-2.23525, 1.79481, 0.01183], [-0.90722, 2.17760, 1.09214], [-1.18719, 1.58135, 0.22423], [-0.57040, 1.86361, -0.63677], [-1.58795, -0.43762, -1.34326], [2.30998, -1.44612, -0.32088], [1.76381, -0.62485, 0.14788]], "relative_energy_ev": 3.9958, "largest_force_ev_per_a": 3.18, "gap_ev": 8.84, "lumo_ev": 0.892, "total_energy_ha": -267.7785}

---

Record 14
{"formula": "C4H10N2", "method": "ωB97M-V/def2-TZVPD", "species": ["H", "N", "H", "H", "H", "C", "H", "N", "H", "C", "H", "H", "H", "H", "C", "C"], "positions_angstrom": [[-1.80449, -0.72076, -0.66960], [-0.66664, 1.25066, 0.69631], [-0.11036, 0.77447, -1.71214], [-0.35049, 2.15168, 1.03954], [2.26787, -0.24189, 1.51502], [-0.79118, -1.01603, -0.98704], [-1.47115, 1.01532, 1.26788], [-0.28355, -0.15650, -2.07037], [-0.12352, -1.77181, 0.91811], [0.39743, 0.31574, 0.85872], [-0.89214, -2.01820, -1.42518], [-0.99242, -0.05138, -2.78594], [1.78698, 1.42296, 2.06981], [1.13111, -1.38011, -0.22250], [1.51750, 0.53246, 1.53264], [0.17382, -1.02749, 0.17746]], "relative_energy_ev": 0.8797, "largest_force_ev_per_a": 0.86, "gap_ev": 9.83, "lumo_ev": 1.016, "total_energy_ha": -267.8930, "smiles": "C=C(N)CCN"}

---

Record 15
{"formula": "C4H10N2O", "method": "ωB97M-V/def2-TZVPD", "species": ["H", "H", "H", "H", "H", "H", "C", "H", "H", "H", "O", "N", "C", "C", "C", "N", "H"], "positions_angstrom": [[-2.40161, 0.28623, 0.60857], [0.27208, 3.06648, -0.41035], [0.62287, -3.79215, -0.85966], [1.19891, 1.58360, -0.60200], [0.01992, -1.91536, -1.75272], [0.83398, 2.22180, 1.20921], [0.44591, 2.08223, 0.17270], [0.53256, -3.70556, 0.98814], [-1.81567, 1.45126, 1.89036], [-0.86127, 0.75844, -0.88311], [0.78312, -1.31832, 1.15224], [0.27911, -1.21205, -1.01744], [0.33996, -3.27783, 0.01757], [-1.75578, 0.98969, 0.96056], [-0.78250, 1.27808, 0.06630], [0.51437, -1.95380, -0.02995], [0.29050, -0.54187, 1.31193]], "relative_energy_ev": 6.6564, "largest_force_ev_per_a": 3.98, "gap_ev": 8.94, "lumo_ev": 0.874, "total_energy_ha": -342.9568}